(1)
20
Properties=species:S:1:pos:R:3 method="wB97M-V/def2-TZVPD" homo_lumo_gap_ev=11.043 charge=+1
O -2.266 -0.659 -0.387
N 0.445 -0.440 -1.491
N 0.683 -0.157 -0.140
C -1.927 0.647 -0.247
C 1.961 0.603 0.063
C -0.641 0.985 0.469
C 0.624 -1.414 0.729
H -0.471 0.951 1.597
H 2.137 1.041 -0.833
H 2.921 0.064 0.101
H -1.956 1.036 -1.323
H -0.202 0.185 -1.916
H -2.424 -0.982 0.503
H -0.290 -1.901 0.682
H -0.476 1.959 0.130
H 0.453 -1.389 -1.839
H 0.760 -1.067 1.809
H 1.905 1.219 0.992
H 1.443 -2.034 0.809
H -2.678 1.354 0.291


(2)
20
Properties=species:S:1:pos:R:3 method="wB97M-V/def2-TZVPD" homo_lumo_gap_ev=9.740 charge=+1
O -0.949 -2.882 1.928
N 0.858 1.556 -2.564
N 0.304 1.982 1.096
C 0.524 1.974 -1.319
C 0.783 1.357 -0.163
C -0.162 -2.262 -0.231
C -0.788 -1.778 1.053
H 1.196 0.381 0.028
H -0.511 1.484 1.460
H 0.801 -2.741 -0.057
H 0.886 0.559 -2.723
H -1.717 -2.739 2.488
H -1.762 -1.322 0.848
H 0.022 2.949 0.942
H 0.064 2.949 -1.263
H 0.398 2.052 -3.309
H 1.025 1.973 1.817
H -0.015 -1.437 -0.925
H -0.162 -1.034 1.562
H -0.795 -3.022 -0.669


(3)
21
Properties=species:S:1:pos:R:3 method="wB97M-V/def2-TZVPD" homo_lumo_gap_ev=7.187 charge=-1
O 0.649 1.780 -0.974
O 1.113 4.022 -2.261
N -0.970 -1.652 1.869
N 1.302 -2.682 0.004
C -0.526 -1.018 0.612
C -0.562 1.315 -0.678
C -0.768 0.508 0.666
C 0.933 -1.300 0.404
H -1.120 -1.515 -0.179
H -1.246 2.158 -0.545
H 0.298 3.973 -2.766
H 1.417 -0.679 -0.388
H -0.165 0.934 1.471
H -0.946 0.508 -1.435
H 1.037 3.218 -1.653
H -1.794 0.643 1.089
H -1.968 -1.643 1.885
H 1.841 -2.775 -0.849
H 0.486 -3.209 -0.340
H -0.556 -1.420 2.760
H 1.544 -1.166 1.308


(4)
21
Properties=species:S:1:pos:R:3 method="wB97M-V/def2-TZVPD" homo_lumo_gap_ev=7.501 charge=-1
O 0.039 2.704 -1.806
O -1.894 2.216 -0.460
N -0.801 -1.781 1.192
N 2.339 -0.916 -0.744
C 1.618 -1.130 0.517
C 0.025 -1.073 0.272
C -0.333 0.385 0.275
C -1.805 0.889 -0.040
H 1.931 -2.096 0.913
H 1.884 -0.128 -1.152
H -1.398 -1.154 1.738
H 0.643 3.086 -1.167
H 2.081 -1.612 -1.455
H -0.473 -2.635 1.569
H -0.896 2.310 -1.174
H -2.377 0.832 0.914
H -0.294 0.890 1.244
H -2.304 0.279 -0.872
H -0.270 -1.595 -0.688
H 1.900 -0.368 1.247
H 0.385 0.898 -0.324


(5)
21
Properties=species:S:1:pos:R:3 method="wB97M-V/def2-TZVPD" homo_lumo_gap_ev=6.853 charge=-1
O -0.485 1.350 -1.438
O 1.839 1.958 -1.110
N -1.155 -1.339 1.480
N 0.700 -2.304 -1.070
C 0.862 -1.235 -0.001
C -0.324 0.759 0.950
C -0.868 1.710 -0.262
C -0.515 -0.658 0.432
H -0.453 -1.968 1.968
H 1.368 -1.685 0.828
H 0.037 -3.116 -0.783
H 0.822 1.001 1.004
H -0.975 0.869 1.820
H 1.797 2.530 -1.956
H 1.186 1.133 -1.321
H -1.246 -0.729 -0.424
H -1.971 1.878 -0.191
H 1.486 -0.336 -0.337
H -1.698 -0.666 2.175
H 0.002 -1.940 -1.807
H -0.408 2.788 0.042


(6)
21
Properties=species:S:1:pos:R:3 method="wB97M-V/def2-TZVPD" multiplicity=2 homo_lumo_gap_ev="8.766 / 4.737"
O 4.545 -0.258 0.393
O 2.251 -0.917 -0.164
N -4.382 0.260 0.028
N -2.115 0.276 -0.481
C -3.049 -0.251 0.403
C -0.454 -0.339 0.097
C 0.478 0.904 -0.138
C 1.986 0.506 -0.205
H -0.551 -0.558 1.209
H 5.391 -0.613 0.087
H -1.150 -0.387 -0.857
H 0.201 1.614 0.644
H -3.010 -0.042 1.550
H 0.305 1.169 -1.271
H -3.184 -1.330 0.382
H -4.820 1.153 0.264
H 2.414 0.934 0.718
H 3.331 -0.912 -0.081
H 2.524 0.804 -1.192
H 0.061 -1.295 -0.060
H -4.165 0.194 -0.996


(7)
21
Properties=species:S:1:pos:R:3 method="wB97M-V/def2-TZVPD" homo_lumo_gap_ev=10.350 charge=+1
O -1.365 1.183 -1.404
O -3.060 -0.971 0.660
N -0.409 -1.463 0.469
N 1.071 0.366 -0.718
C 0.861 1.787 -0.847
C 1.007 -1.395 0.940
C -0.606 2.095 -1.227
C 1.709 -0.076 0.552
H 2.740 -0.278 0.245
H -0.513 -2.183 -0.238
H 1.054 -1.636 2.044
H -3.239 -0.037 0.499
H 1.512 0.669 1.289
H -1.083 -1.600 1.273
H 1.673 0.088 -1.510
H -0.901 3.145 -1.423
H 1.563 -2.196 0.449
H 1.044 2.279 0.127
H 1.566 2.286 -1.533
H -3.820 -1.453 0.297
H -0.804 -0.609 0.055


(8)
20
Properties=species:S:1:pos:R:3 method="wB97M-V/def2-TZVPD" homo_lumo_gap_ev=9.040
P -0.382 0.009 -0.082
N -0.120 -1.473 -0.601
N 0.884 1.347 0.304
C -1.436 0.306 1.339
C -1.314 0.858 -1.461
C 2.160 1.245 -0.327
C 0.336 -2.595 0.102
H -0.890 1.761 -1.750
H 2.920 1.716 0.344
H -1.104 -0.148 2.302
H -1.277 0.098 -2.296
H -1.634 1.386 1.522
H 2.433 0.212 -0.468
H 0.732 1.549 1.316
H -2.445 -0.211 1.171
H 2.296 1.855 -1.119
H -2.456 0.809 -1.156
H -0.117 -2.709 1.120
H -0.087 -3.550 -0.482
H 1.502 -2.466 0.220


(9)
20
Properties=species:S:1:pos:R:3 method="wB97M-V/def2-TZVPD" homo_lumo_gap_ev=6.852 charge=-1
S -1.150 0.748 0.418
N 0.590 -1.529 -1.308
N 1.471 0.717 -1.650
C -2.330 -0.887 2.340
C 1.589 -0.565 -0.918
C 2.515 1.638 -1.189
C -2.651 0.078 1.207
H 0.492 -1.524 -2.318
H -3.243 -0.453 0.456
H -3.262 0.903 1.589
H 1.449 -0.369 0.147
H 2.343 2.621 -1.624
H 2.541 1.735 -0.094
H -1.678 -0.406 3.074
H 0.601 1.140 -1.318
H 2.580 -0.964 -1.136
H 3.488 1.298 -1.548
H -3.241 -1.234 2.847
H -0.293 -1.184 -0.929
H -1.810 -1.764 1.954


(10)
20
Properties=species:S:1:pos:R:3 method="wB97M-V/def2-TZVPD" homo_lumo_gap_ev=8.130 charge=+1
S 3.198 -2.392 -0.282
N -2.065 1.302 1.361
N 0.221 0.430 0.148
C 2.324 -0.833 -0.740
C 1.176 -0.741 0.148
C -2.257 0.657 -0.035
C -0.930 0.258 -0.771
H -2.306 2.276 1.314
H 1.353 -0.823 1.218
H -1.152 -0.881 -0.971
H 0.589 -1.798 0.107
H -2.863 1.357 -0.528
H -1.070 1.296 1.717
H 4.363 -1.909 -0.828
H 2.061 -0.863 -1.886
H 3.149 0.077 -0.445
H 0.876 1.307 -0.114
H -2.921 -0.355 0.167
H -0.944 0.740 -1.674
H -2.799 0.891 2.095


(11)
20
Properties=species:S:1:pos:R:3 method="wB97M-V/def2-TZVPD" multiplicity=2 homo_lumo_gap_ev="11.349 / 6.451" charge=+2
S 0.651 0.770 2.459
N 0.264 -1.440 -1.942
N 0.685 -1.603 0.392
C -1.163 0.628 2.494
C 0.487 -0.940 -0.726
C -0.363 -0.613 -3.020
C 0.856 2.006 1.073
H 1.038 2.979 1.528
H -1.662 1.628 2.526
H 0.425 -1.144 1.261
H 1.859 1.683 0.586
H 0.293 -2.423 -2.026
H -1.427 -0.733 -3.040
H 0.978 -2.571 0.351
H 0.102 -0.922 -3.926
H -0.117 1.998 0.499
H -1.641 0.147 1.613
H -1.479 0.000 3.295
H -0.121 0.429 -2.849
H 0.336 0.122 -0.550


(12)
21
Properties=species:S:1:pos:R:3 method="wB97M-V/def2-TZVPD" multiplicity=2 homo_lumo_gap_ev="9.832 / 6.990"
S 1.713 -0.343 1.855
S 2.245 -1.660 -2.036
N -0.440 -0.659 -3.554
N -2.160 0.726 2.334
C 0.410 0.279 -2.804
C 1.177 -0.303 -1.604
C -1.024 -0.077 1.925
C 0.241 0.482 2.557
H -1.151 -1.032 -2.928
H 0.132 -1.475 -3.765
H -0.212 1.114 -2.484
H 0.457 -0.701 -0.885
H -3.041 0.254 2.187
H 0.256 0.324 3.632
H 1.705 0.513 -1.113
H 0.295 1.555 2.374
H 1.136 0.672 -3.520
H -2.203 1.607 1.839
H -0.892 -0.154 0.838
H 2.535 -0.028 2.859
H -1.178 -1.094 2.294


(13)
21
Properties=species:S:1:pos:R:3 method="wB97M-V/def2-TZVPD" homo_lumo_gap_ev=5.667 charge=+1
S -2.713 0.135 0.922
S 2.928 -1.227 0.370
N 1.128 0.903 1.319
N -1.370 -0.861 -0.893
C -1.299 1.081 1.290
C -0.176 -0.127 -0.543
C -0.131 0.175 0.968
C -2.212 -0.251 -1.947
H 6.097 -1.116 -0.133
H 0.737 -0.730 -0.648
H 5.759 -1.084 -0.794
H 1.266 0.793 2.307
H -2.435 0.812 -1.868
H -3.205 -0.719 -1.952
H -0.122 -0.746 1.565
H -1.747 -0.431 -2.912
H 1.963 0.474 0.919
H -1.235 1.272 2.374
H -0.079 0.795 -1.100
H -1.268 2.035 0.788
H -1.885 -1.185 -0.033


(14)
20
Properties=species:S:1:pos:R:3 method="wB97M-V/def2-TZVPD" homo_lumo_gap_ev=11.163 charge=+1
Si 0.197 0.642 -0.076
N -0.280 -2.669 0.509
N -1.120 -0.649 -0.426
C -0.660 2.201 -0.867
C -1.125 -1.902 -0.065
C 1.828 0.125 -0.946
C 0.267 0.759 1.858
H 1.106 1.412 2.267
H 1.594 0.042 -1.941
H -2.209 -2.257 -0.071
H 2.307 -0.839 -0.664
H 0.454 -0.215 2.379
H -1.703 2.582 -0.802
H -0.002 3.010 -1.009
H 2.567 0.904 -0.862
H -0.688 1.865 -1.892
H -2.094 -0.150 -0.714
H -0.500 -3.619 0.743
H 0.717 -2.483 0.501
H -0.656 1.241 2.078


(15)
20
Properties=species:S:1:pos:R:3 method="wB97M-V/def2-TZVPD" homo_lumo_gap_ev=8.282 charge=+1
Si 0.017 -0.988 0.675
N -1.979 -0.440 -1.549
N 2.510 0.363 1.259
C -0.736 -0.279 -1.134
C 1.783 -0.189 0.382
C -2.813 0.164 -2.613
C 2.057 1.220 2.347
H -1.009 -0.146 1.258
H 1.646 0.531 3.214
H -2.504 -1.163 -1.045
H 3.555 0.342 1.145
H -2.443 1.207 -2.880
H -2.796 -0.508 -3.489
H -0.164 0.417 -1.794
H 0.715 -1.352 2.072
H 1.190 1.771 1.934
H -3.892 0.210 -2.467
H 2.337 -0.645 -0.391
H -0.272 -2.379 0.368
H 2.798 1.861 2.707


(16)
20
Properties=species:S:1:pos:R:3 method="wB97M-V/def2-TZVPD" homo_lumo_gap_ev=9.129
N 0.203 0.037 -0.838
N 1.246 0.011 0.127
N -3.071 0.484 1.649
C -2.630 0.238 0.497
C 1.982 1.266 0.142
C -2.306 -1.041 -0.068
C 2.111 -1.133 -0.108
H 0.557 0.190 -1.790
H -2.690 -1.867 0.522
H -0.961 -0.810 -0.491
H 1.507 -2.038 -0.131
H -2.839 1.391 2.043
H -0.554 0.839 -0.559
H -2.664 -1.149 -1.092
H -1.902 1.059 -0.046
H 1.293 2.088 0.336
H 2.712 1.231 0.948
H 2.511 1.463 -0.806
H 2.821 -1.205 0.714
H 2.676 -1.053 -1.051


(17)
20
Properties=species:S:1:pos:R:3 method="wB97M-V/def2-TZVPD" homo_lumo_gap_ev=8.583
N -0.818 1.671 -1.136
N 0.049 0.868 -0.485
N 0.408 -0.244 -1.272
C 1.715 -0.229 -1.984
C -1.682 -0.526 1.087
C 0.739 -0.572 1.821
C -0.423 0.140 1.312
H 1.780 0.455 -2.847
H -0.594 1.088 1.728
H 0.623 -1.371 2.662
H -1.935 -0.679 2.122
H -1.731 -1.591 0.721
H -0.250 -0.637 -1.848
H -1.802 1.379 -1.245
H 1.198 -1.058 0.982
H 1.426 0.057 2.302
H -2.302 0.036 0.422
H 2.482 -0.059 -1.198
H 1.910 -1.353 -2.292
H -0.795 2.625 -0.852


(18)
20
Properties=species:S:1:pos:R:3 method="wB97M-V/def2-TZVPD" homo_lumo_gap_ev=8.100
N 1.060 -1.558 -1.273
N 1.730 -2.581 -1.041
N -0.309 -1.801 -0.922
C -1.484 1.841 2.008
C -0.841 2.568 -0.271
C 3.017 -2.759 -0.838
C -0.909 1.401 0.782
H -2.318 2.431 1.906
H 0.066 1.028 0.805
H 1.099 -3.444 -0.846
H -1.784 1.000 2.596
H -0.553 -2.710 -1.207
H -1.849 2.975 -0.141
H -1.595 0.598 0.386
H -0.198 3.371 -0.011
H -0.766 -1.126 -1.547
H -0.677 2.157 -1.197
H 3.624 -2.052 -1.436
H 3.474 -3.636 -0.492
H -0.785 2.299 2.738


(19)
20
Properties=species:S:1:pos:R:3 method="wB97M-V/def2-TZVPD" homo_lumo_gap_ev=9.358 charge=+2
N 1.726 0.046 1.126
N -2.527 1.826 -0.139
N 1.808 -2.657 -0.210
C 0.852 -0.339 0.040
C 1.021 -1.578 -0.599
C -0.087 0.755 -0.471
C -1.603 0.546 -0.093
H 1.045 0.488 1.823
H 2.400 0.904 0.942
H 0.156 1.718 -0.019
H 1.790 -3.449 -0.828
H 2.748 -2.469 0.136
H -1.778 0.140 0.853
H -2.356 2.338 -1.088
H -2.284 2.380 0.609
H 0.328 -1.818 -1.294
H 0.086 0.676 -1.602
H -3.498 1.482 -0.131
H 2.197 -0.680 1.665
H -2.023 -0.309 -0.719


(20)
20
Properties=species:S:1:pos:R:3 method="wB97M-V/def2-TZVPD" homo_lumo_gap_ev=8.129 charge=+2
N 1.623 1.381 1.043
N -3.232 0.364 -0.141
N 2.231 -0.397 -1.475
C 1.712 -1.032 -0.316
C -0.127 -0.401 1.072
C 1.272 -0.163 0.703
C -0.424 -0.411 -0.423
H -3.479 -0.322 -0.826
H 1.408 -0.315 -2.154
H 2.713 -1.053 -2.081
H -0.409 -1.242 1.749
H -0.791 0.349 1.535
H -3.680 -0.042 0.706
H 2.417 1.660 0.355
H 0.725 1.896 0.829
H -0.376 0.569 -0.890
H -0.904 -1.248 -0.989
H 1.359 -2.057 -0.172
H 1.764 1.380 2.064
H -3.802 1.085 -0.588